Here is a molecular structure, C45H42ClGeMoN2O6S from OMol25. Energies are from wB97M-V/def2-TZVPD.

E   -144337.0252 eV
Gap between HOMO and LUMO   6.32 eV
Relative energy (zero: lowest compared OMol25 entry of this formula, charge and spin)   10.40 kcal/mol
Spin multiplicity   1
Net charge   -1
LUMO level   0.062 Ha

```
99
Properties=species:S:1:pos:R:3:forces:R:3:mulliken_charge:R:1
Mo 0.68077 0.19935 0.65230 0.3 -0.2 -0.3 0.107
O 0.43020 1.26472 4.67487 0.0 0.0 0.0 -0.743
C 1.13840 0.86970 3.75974 0.0 0.1 0.1 -0.118
O 0.65104 0.33290 2.68640 0.1 -0.2 0.2 -0.422
C 2.63344 0.98213 3.86994 0.0 0.0 0.0 0.225
C 3.13212 1.15713 5.16422 0.0 0.0 0.0 -0.809
C 4.48331 1.25953 5.41995 0.0 0.0 0.0 -0.560
C 5.37229 1.19607 4.34912 0.0 0.0 0.0 -0.540
C 4.89577 1.03646 3.06594 0.0 0.0 0.0 -0.961
C 3.52155 0.92557 2.78805 0.0 0.0 0.0 1.131
S 3.13173 0.78547 1.08095 0.1 0.1 0.0 -0.079
H 2.40452 1.20387 5.96321 0.0 0.0 0.0 0.444
H 4.84319 1.37948 6.43408 0.0 0.0 0.0 0.375
H 6.44096 1.26607 4.51631 0.0 0.0 0.0 0.360
H 5.58737 0.98520 2.23408 0.0 0.0 0.0 0.434
N 0.49701 2.32618 1.00628 0.0 0.1 -0.4 -0.434
C 0.76574 3.41563 1.21832 -0.2 -0.1 0.3 0.501
C 1.15998 4.74433 1.56720 0.1 0.1 0.0 0.249
C 0.21772 5.66662 2.01427 0.0 0.0 0.0 -0.413
C 0.63856 6.93724 2.36583 0.0 0.0 0.0 -0.636
C 1.98236 7.27543 2.27326 0.0 0.0 0.0 -0.329
C 2.91632 6.34663 1.83381 0.0 0.0 0.0 -0.690
C 2.51166 5.07176 1.47821 0.0 0.0 0.0 -0.352
H -0.82165 5.37903 2.09094 0.0 0.0 0.0 0.502
H -0.08165 7.66262 2.71921 0.0 0.0 0.0 0.385
H 2.30561 8.26942 2.55403 0.0 0.0 0.0 0.385
H 3.96290 6.61297 1.77630 0.0 0.0 0.0 0.405
H 3.21985 4.32022 1.15354 0.0 0.0 0.0 0.485
O 0.38990 -2.72886 2.73033 -0.1 0.0 0.0 -0.570
Cl 1.58838 -2.74078 1.96185 0.1 0.0 0.0 1.850
O 1.85582 -4.02716 1.40446 0.0 -0.1 0.0 -0.680
O 2.69637 -2.24395 2.70161 0.0 0.0 0.0 -0.689
O 1.38931 -1.85036 0.75850 -0.1 0.2 -0.1 -0.644
C -2.55260 1.00827 -2.17655 -0.1 0.0 0.0 -0.875
C -1.38559 1.81465 -2.72076 0.0 0.1 0.0 0.111
C -0.99293 2.90243 -1.72560 0.0 0.0 0.0 -1.569
C -0.24931 0.94581 -3.23711 0.0 0.0 -0.1 0.083
C -0.28623 0.74805 -4.61582 0.0 0.0 0.0 -0.649
C 0.71253 0.08271 -5.29319 0.0 0.0 0.0 -1.411
C 1.82700 -0.31320 -4.58220 0.0 0.1 0.0 -0.718
C 1.92785 -0.15182 -3.20453 0.0 0.0 -0.1 0.520
C 3.30661 -0.43653 -2.63189 0.0 0.0 0.0 0.415
C 3.95416 0.88900 -2.22221 0.0 0.0 0.0 -1.257
C 3.40420 -1.52722 -1.57610 0.0 0.0 0.0 -1.029
C 0.81832 0.38174 -2.49391 0.0 0.1 0.0 0.935
N 0.76217 0.31360 -1.09386 0.0 0.0 0.0 -0.267
H -3.39101 1.66616 -1.93838 0.0 0.0 0.0 0.609
H -2.24746 0.51489 -1.25820 0.0 -0.1 0.1 -0.555
H -2.88873 0.25011 -2.88371 0.0 0.0 0.0 0.405
H -1.74464 2.32918 -3.61716 0.0 0.0 0.0 0.722
H -0.95782 2.49680 -0.71944 0.0 0.0 -0.1 -0.161
H -1.74729 3.69348 -1.73715 0.0 0.0 0.0 0.539
H -0.02302 3.34666 -1.95778 0.0 0.0 0.0 0.433
H -1.13171 1.14618 -5.16507 0.0 0.0 0.0 0.388
H 0.65087 -0.07065 -6.36312 0.0 0.0 0.0 0.352
H 2.66792 -0.75037 -5.10733 0.0 0.0 0.0 0.377
H 3.88339 -0.80435 -3.48662 0.0 0.0 0.0 0.435
H 3.34601 1.42707 -1.49918 0.0 0.0 0.1 0.045
H 4.08279 1.52666 -3.10040 0.0 0.0 0.0 0.365
H 4.92887 0.71870 -1.76174 0.0 0.0 0.0 0.414
H 2.85926 -1.30713 -0.66847 0.0 0.0 -0.1 -0.115
H 4.45073 -1.66061 -1.29196 0.0 0.0 0.0 0.481
H 3.04114 -2.47957 -1.97100 0.0 0.0 0.0 0.283
C -1.05627 -0.55238 0.91280 -0.2 0.0 0.1 0.553
Ge -2.21391 -1.84921 0.03543 0.0 0.0 0.0 1.812
C -4.07203 -1.22183 0.16748 0.0 0.0 0.0 0.197
C -5.13631 -2.07351 -0.12687 0.0 0.0 0.0 -0.592
C -6.45195 -1.65278 0.01239 0.0 0.0 0.0 -0.754
C -6.72456 -0.37058 0.46810 0.0 0.0 0.0 -0.472
C -5.67778 0.48236 0.78737 0.0 0.0 0.0 -0.714
C -4.36446 0.05751 0.63643 0.0 0.0 0.0 -0.361
C -1.70960 -2.27581 -1.80092 -0.1 0.0 0.0 0.696
C -0.37575 -2.52496 -2.12303 0.0 0.0 0.0 -0.011
C -0.01363 -2.85850 -3.42160 0.0 -0.1 0.0 -0.524
C -0.97848 -2.95311 -4.41334 0.0 0.0 0.0 -0.837
C -2.31120 -2.71972 -4.10324 0.0 0.0 0.0 -0.635
C -2.67048 -2.38458 -2.80514 0.0 0.0 0.0 -0.430
C -2.16691 -3.51211 1.06085 0.0 0.0 0.0 -0.218
C -1.51217 -4.64429 0.58888 0.0 0.0 0.0 -0.006
C -1.45594 -5.80128 1.35503 0.0 0.0 0.0 -0.703
C -2.06547 -5.84026 2.59899 0.0 0.0 0.0 -0.511
C -2.73072 -4.71883 3.07758 0.0 0.0 0.0 -0.640
C -2.77867 -3.56525 2.31195 0.0 0.0 0.0 -0.436
H -1.22028 -0.63717 1.99349 -0.1 0.0 0.0 0.817
H -4.93761 -3.08787 -0.45757 0.0 0.0 0.0 0.408
H -7.26399 -2.32895 -0.22593 0.0 0.0 0.0 0.397
H -7.74980 -0.04075 0.58360 0.0 0.0 0.0 0.364
H -5.88290 1.47952 1.15780 0.0 0.0 0.0 0.401
H -3.55350 0.73056 0.89254 0.0 0.0 0.0 0.310
H 0.39124 -2.44728 -1.35996 0.0 0.0 0.0 0.164
H 1.02892 -3.03200 -3.65809 0.0 0.0 0.0 0.431
H -0.69164 -3.20273 -5.42771 0.0 0.0 0.0 0.385
H -3.06987 -2.79121 -4.87360 0.0 0.0 0.0 0.366
H -3.71283 -2.18565 -2.57883 0.0 0.0 0.0 0.311
H -1.01646 -4.62332 -0.37457 0.0 0.0 0.0 0.264
H -0.91977 -6.66577 0.98386 0.0 0.0 0.0 0.396
H -2.01509 -6.73914 3.20135 0.0 0.0 0.0 0.364
H -3.19944 -4.74031 4.05382 0.0 0.0 0.0 0.378
H -3.28703 -2.69018 2.70395 0.0 0.0 0.0 0.355
```
Positions in Å, forces in eV/Å.

Here is a molecular structure, C45H42F4I2IrN8O4P2S2 in a non-equilibrium geometry from OMol25. Energies are from wB97M-V/def2-TZVPD.

E   -137600.6797 eV
Gap between HOMO and LUMO (spin up / spin down)   6.90 / 6.69 eV
Spin multiplicity   2
Net charge   +2
LUMO level (spin up / spin down)   -0.221 / -0.248 Ha

```
110
Properties=species:S:1:pos:R:3:forces:R:3:mulliken_spin:R:1
Ir 2.86176 -0.78528 0.11187 0.5 -0.4 -1.0 0.002
N 0.42732 1.65388 0.05146 0.0 0.0 -0.5 -0.002
P 2.18603 1.53754 0.21796 -0.3 -0.3 0.9 0.000
C 2.39708 2.14701 1.92295 0.0 0.1 -0.1 -0.001
C 1.50335 2.99256 2.57425 0.0 0.0 0.0 -0.001
C 1.79154 3.46852 3.84510 0.0 0.0 0.0 0.001
C 2.97865 3.11501 4.47257 0.0 0.0 0.0 0.000
C 3.87977 2.28006 3.82718 0.0 0.0 0.0 0.000
C 3.58823 1.79436 2.56029 0.0 0.0 0.0 0.000
C 2.77736 2.96738 -0.72144 0.0 -0.1 -0.1 -0.001
C 4.01045 3.51959 -0.37064 0.0 0.0 0.1 0.000
C 4.47690 4.64385 -1.02762 0.0 0.0 0.0 0.000
C 3.72847 5.21926 -2.04592 0.0 0.0 0.0 0.000
C 2.50277 4.67389 -2.39831 0.0 0.0 0.0 0.001
C 2.02887 3.55146 -1.73527 0.0 0.0 -0.1 0.000
P -1.08375 1.24569 -0.60885 0.3 0.2 0.3 0.003
C -1.44861 1.55116 -2.32428 0.3 0.1 0.0 0.007
C -1.76451 0.48610 -3.16729 0.0 -0.1 -0.1 0.000
C -2.19863 0.73849 -4.45899 0.0 0.0 0.0 -0.001
C -2.30103 2.04464 -4.91655 0.0 0.0 0.0 0.000
C -1.95356 3.10793 -4.09052 0.0 0.0 0.1 -0.001
C -1.53053 2.86582 -2.79443 0.0 0.1 -0.1 -0.002
C -2.10212 2.25794 0.46630 0.0 0.0 0.0 0.006
C -1.90266 2.07882 1.84282 0.0 0.0 0.0 -0.003
C -2.65431 2.80507 2.74640 0.0 0.0 0.0 0.000
C -3.60601 3.70990 2.28643 0.0 0.0 0.0 0.000
C -3.81298 3.87852 0.92667 0.0 0.0 0.0 0.000
C -3.07096 3.14748 0.01082 -0.1 -0.1 0.0 -0.001
H 0.21255 2.56660 0.45035 0.0 0.0 0.1 0.000
H 0.57113 3.30514 2.11631 0.0 0.0 0.0 0.000
H 1.09262 4.12918 4.34081 0.0 0.0 0.0 0.000
H 3.20160 3.49238 5.46135 0.0 0.0 0.0 0.000
H 4.80784 2.00201 4.30842 0.0 0.0 0.0 0.000
H 4.29589 1.13336 2.06671 0.0 0.0 0.0 0.000
H 4.61044 3.08133 0.41678 0.0 0.0 0.0 0.000
H 5.43029 5.07013 -0.74659 0.0 0.0 0.0 0.000
H 4.09952 6.09582 -2.55966 0.0 0.0 0.0 0.000
H 1.91068 5.12734 -3.18267 0.0 0.0 0.0 0.000
H 1.06928 3.14142 -2.00886 -0.1 -0.1 -0.1 -0.001
H -1.71712 -0.53416 -2.80898 0.1 0.0 -0.1 -0.001
H -2.47475 -0.08665 -5.10265 0.0 0.0 0.0 0.000
H -2.65774 2.23788 -5.91953 0.0 0.0 0.0 0.000
H -2.03796 4.12491 -4.44852 0.0 0.0 0.0 0.000
H -1.30159 3.70293 -2.14533 0.1 0.0 0.0 0.000
H -1.16294 1.36979 2.20169 0.0 0.0 0.0 -0.002
H -2.50683 2.66599 3.80897 0.0 0.0 0.0 0.000
H -4.19824 4.27329 2.99488 0.0 0.0 0.0 0.000
H -4.56917 4.56511 0.57252 0.0 0.0 0.0 0.000
H -3.28590 3.24404 -1.04328 0.0 0.0 0.0 0.000
O 5.92452 -2.48363 0.25197 -0.1 -0.1 0.0 0.000
S 4.66534 -2.88859 0.89009 0.1 -0.5 -0.2 0.000
O 4.70415 -4.06838 1.67442 0.2 0.3 0.5 0.000
O 4.10412 -1.63816 1.57503 -0.2 0.7 0.2 0.000
S 3.21790 -3.05496 -0.53620 -0.4 -0.1 0.7 0.000
C -1.39993 -3.11936 4.23347 0.0 0.0 0.0 0.000
C -1.43469 -1.75910 3.55307 -0.1 0.0 0.0 0.001
N -0.41667 -1.60418 2.49243 -0.1 -0.1 0.1 -0.001
C -0.76916 -2.27364 1.23378 0.1 0.2 0.0 0.007
C -0.03762 -3.58985 1.05570 0.0 0.0 -0.1 0.000
C 0.76259 -1.02907 2.75253 -0.1 0.3 0.0 -0.001
C 0.96575 -0.52322 4.15997 0.1 0.0 0.1 0.000
N 1.73980 -0.75813 1.92172 -0.4 -0.3 -0.6 0.000
H -2.09571 -3.12933 5.07176 0.0 0.0 0.0 0.000
H -0.40413 -3.35095 4.61317 0.0 0.0 0.0 0.000
H -1.69525 -3.91687 3.55211 0.0 0.0 0.0 0.000
H -1.31708 -0.95860 4.27643 -0.1 -0.1 0.0 0.000
H -2.40351 -1.59830 3.07531 0.0 0.0 0.0 0.000
H 0.35784 -1.04977 -0.02125 0.1 0.0 -0.1 -0.010
H -1.83168 -2.47556 1.32991 0.1 0.0 -0.1 0.009
H 1.03549 -3.47649 1.17099 0.1 0.0 -0.1 0.001
H -0.23486 -4.00058 0.06617 0.0 0.0 0.0 0.000
H -0.38509 -4.29660 1.80727 0.0 0.0 0.0 -0.001
H 0.28233 0.30312 4.36180 0.0 0.0 0.0 0.000
H 1.97985 -0.15228 4.28969 0.0 0.0 0.0 0.000
H 0.78363 -1.30649 4.89333 0.0 0.0 0.0 0.000
H 2.44897 -0.27109 2.45178 0.1 -0.2 0.0 0.000
F -4.88637 -1.77128 1.25942 0.0 0.0 0.0 -0.004
C -4.35349 -2.65989 0.42175 0.0 0.0 0.0 -0.023
C -4.81324 -3.96086 0.43956 0.1 0.0 0.0 0.121
F -5.78145 -4.26031 1.28692 0.0 0.0 0.0 0.012
C -4.26354 -4.95281 -0.39858 0.0 0.1 0.0 -0.069
C -3.22145 -4.52907 -1.24870 0.0 0.0 0.0 0.122
C -2.77993 -3.22459 -1.25724 0.0 0.0 0.0 -0.027
F -1.79760 -2.88493 -2.10380 0.0 0.0 0.0 -0.004
C -3.32689 -2.25635 -0.42254 -0.1 0.0 -0.1 0.100
C -2.86859 -0.84854 -0.47970 0.2 -0.1 0.0 -0.019
C -1.56579 -0.50517 -0.30724 0.0 0.3 0.1 0.005
N -0.59566 -1.34441 0.12294 0.3 -0.4 0.1 0.018
C -3.85165 0.09787 -0.89384 -0.2 0.1 0.1 0.004
N -4.66774 0.82434 -1.25395 0.0 0.0 0.0 -0.004
F -2.63618 -5.38003 -2.07713 0.0 0.0 0.0 0.011
C -4.73397 -6.31036 -0.38615 0.0 0.0 0.0 0.355
C -4.18324 -7.31481 -1.21424 0.0 0.0 0.0 -0.039
N -3.75684 -8.16878 -1.86087 0.0 0.0 0.0 0.229
C -5.77572 -6.75115 0.46064 0.0 0.0 0.0 -0.036
N -6.61344 -7.16448 1.13655 0.0 0.0 0.0 0.233
C 2.10134 0.74510 -4.37324 0.1 0.2 0.2 -0.001
N 2.45760 -0.58286 -3.92315 -0.1 -0.2 0.3 0.000
C 3.09609 -1.43042 -4.92966 0.0 -0.1 0.0 0.000
C 2.30913 -1.02508 -2.70582 -0.1 -0.1 0.0 0.002
O 1.77957 -0.40220 -1.71693 0.1 0.3 -0.4 0.002
H 1.32290 0.67320 -5.10882 -0.5 0.0 -0.4 0.000
H 2.98217 1.20621 -4.81983 -0.2 0.0 0.0 0.000
H 1.77426 1.33856 -3.53085 -0.1 0.1 0.1 0.001
H 2.44931 -1.50488 -5.80248 0.0 0.0 0.0 0.000
H 3.27542 -2.42305 -4.52473 0.0 0.0 0.0 0.000
H 4.04476 -0.97814 -5.21828 0.0 0.0 0.0 0.000
H 2.69075 -2.03470 -2.54590 0.0 0.1 -0.1 -0.001
I 5.42170 -0.60424 -1.20522 -0.4 0.8 -0.4 0.000
I 5.12237 1.45364 -2.99102 0.4 -0.3 0.3 0.000
```
Positions in Å, forces in eV/Å.